1.
DFT (ωB97M-V with the def2-TZVPD basis set) results for a molecular structure, C48H37Cl3F3N13NaOS at a distorted geometry.

Values from the calculation:
Charge: -1
Energy relative to the best compared isomer or geometry (same formula, charge and spin) (kJ/mol): 114.4
E_HOMO (eV): -3.2562
Strongest force on any atom (eV/A): 1.03
LUMO (eV): 1.4

Positions of all 107 atoms, in Å:
1 Na -2.41 0.31 0.05
2 N -6.23 -0.85 -2.49
3 C -5.02 -0.37 -1.84
4 S -5.41 0.58 -0.33
5 N -4.24 -1.60 -1.57
6 N -3.05 -1.36 -1.27
7 C -2.20 -2.39 -0.99
8 C -2.64 -3.81 -1.03
9 C -1.93 -4.77 -1.76
10 C -2.34 -6.10 -1.80
11 C -3.47 -6.50 -1.11
12 C -4.20 -5.56 -0.40
13 C -3.79 -4.23 -0.36
14 C -0.82 -2.04 -0.74
15 C 0.09 -3.00 -0.21
16 C 1.40 -2.66 -0.03
17 C 1.84 -1.37 -0.35
18 C 0.89 -0.48 -0.80
19 N -0.39 -0.76 -0.99
20 H -6.82 -0.06 -2.72
21 H -5.99 -1.35 -3.35
22 H -1.06 -4.46 -2.32
23 H -1.77 -6.82 -2.38
24 H -3.79 -7.54 -1.14
25 H -5.10 -5.86 0.12
26 H -4.39 -3.50 0.17
27 H -0.27 -3.98 0.06
28 H 2.10 -3.39 0.38
29 H 2.87 -1.07 -0.25
30 H 1.19 0.54 -1.05
31 C 3.66 4.30 0.64
32 N 2.36 3.69 0.84
33 C 1.91 2.97 1.88
34 N 0.70 2.52 1.64
35 C 0.46 3.00 0.39
36 N 1.43 3.71 -0.13
37 C 4.60 3.45 -0.20
38 C 5.24 3.98 -1.32
39 C 6.12 3.19 -2.05
40 C 6.36 1.88 -1.69
41 C 5.70 1.35 -0.58
42 C 4.84 2.14 0.16
43 C 5.89 -0.05 -0.20
44 N 6.70 -0.94 -0.65
45 N 6.41 -2.12 0.06
46 C 5.45 -1.82 0.86
47 O 5.09 -0.53 0.76
48 C 4.71 -2.65 1.81
49 C 4.96 -4.02 1.90
50 C 4.21 -4.79 2.78
51 C 3.21 -4.20 3.56
52 C 2.97 -2.83 3.46
53 C 1.87 -2.17 4.26
54 N 0.69 -1.82 3.47
55 C 0.40 -0.75 2.68
56 N -0.78 -0.94 2.09
57 C -1.16 -2.15 2.58
58 N -0.32 -2.72 3.41
59 C 3.73 -2.07 2.59
60 H 4.09 4.48 1.63
61 H 3.50 5.26 0.15
62 H 2.48 2.82 2.79
63 H -0.46 2.81 -0.16
64 H 5.03 5.00 -1.62
65 H 6.61 3.61 -2.93
66 H 7.03 1.24 -2.25
67 H 4.33 1.71 1.01
68 H 5.73 -4.45 1.28
69 H 4.39 -5.85 2.85
70 H 2.61 -4.80 4.22
71 H 2.26 -1.27 4.74
72 H 1.50 -2.84 5.03
73 H 1.05 0.10 2.54
74 H -2.09 -2.62 2.29
75 H 3.53 -1.01 2.49
76 F 1.66 4.38 -5.31
77 C 0.43 4.68 -5.76
78 F 0.48 4.56 -7.11
79 F 0.22 5.98 -5.49
80 C -0.62 3.80 -5.16
81 C -1.69 4.34 -4.46
82 C -2.63 3.50 -3.88
83 C -2.53 2.11 -4.00
84 C -1.46 1.59 -4.74
85 C -0.52 2.42 -5.31
86 C -3.45 1.24 -3.33
87 C -4.24 0.55 -2.73
88 H -1.77 5.41 -4.34
89 H -3.47 3.92 -3.33
90 H -1.37 0.51 -4.84
91 H 0.31 2.00 -5.88
92 Cl -4.48 5.97 -0.03
93 C -3.45 4.92 0.97
94 Cl -3.51 3.24 0.46
95 H -3.82 4.97 1.99
96 H -2.43 5.29 0.90
97 Cl -6.29 -1.30 4.29
98 C -4.92 -0.28 3.97
99 C -4.40 0.52 4.97
100 C -3.30 1.31 4.67
101 C -2.79 1.27 3.39
102 N -3.30 0.50 2.43
103 C -4.35 -0.26 2.70
104 H -4.85 0.52 5.96
105 H -2.86 1.96 5.42
106 H -1.92 1.86 3.11
107 H -4.78 -0.83 1.88

2.
DFT (ωB97M-V with the def2-TZVPD basis set) results for 6 unconnected molecules or ions with the total composition C43H46N6O13 at a distorted geometry.

Values from the calculation:
Charge: 0
Energy relative to the best compared isomer or geometry (same formula, charge and spin) (kJ/mol): 453.7
E_HOMO (eV): -7.7149
Strongest force on any atom (eV/A): 5.93
LUMO (eV): -1.1
SMILES string: C=CC(=O)OCCCCCC[C@H]1CNC(=O)C1.O=[N+]([O-])c1ccccc1.O=[N+]([O-])c1ccccc1.O=[N+]([O-])c1ccccc1.O=[N+]([O-])c1ccccc1.O=[N+]([O-])c1ccccc1

Positions of all 108 atoms, in Å:
1 C 1.46 -1.00 -0.11
2 C 1.20 0.35 -0.61
3 C 0.05 1.26 0.00
4 O -1.09 1.34 -0.55
5 O 0.21 2.02 1.21
6 C 0.27 3.43 0.83
7 C 1.50 4.10 1.66
8 C 1.04 5.45 2.42
9 C 1.64 6.79 1.75
10 C 1.27 6.89 0.16
11 C 2.51 6.46 -0.78
12 C 2.12 5.56 -2.06
13 C 2.66 4.04 -2.15
14 N 1.83 3.42 -3.26
15 C 0.47 4.00 -3.08
16 O -0.62 3.39 -3.20
17 C 0.63 5.57 -2.65
18 H 2.38 -1.19 0.54
19 H 0.71 -1.84 -0.37
20 H 1.87 0.70 -1.47
21 H -0.68 3.94 1.20
22 H 0.39 3.60 -0.30
23 H 2.40 4.28 0.97
24 H 1.82 3.33 2.46
25 H -0.09 5.56 2.53
26 H 1.49 5.38 3.48
27 H 1.07 7.67 2.24
28 H 2.76 6.96 1.95
29 H 0.33 6.26 0.03
30 H 1.07 8.01 -0.05
31 H 3.02 7.42 -1.16
32 H 3.28 5.95 -0.09
33 H 2.77 6.06 -2.89
34 H 2.43 3.45 -1.20
35 H 3.76 3.94 -2.43
36 H 2.14 3.81 -4.17
37 H -0.27 5.69 -1.96
38 H 0.72 6.23 -3.58
39 C 1.05 -4.22 -5.52
40 C 1.93 -5.14 -4.96
41 C 2.84 -4.72 -3.99
42 C 2.85 -3.39 -3.58
43 C 1.97 -2.47 -4.14
44 C 1.07 -2.89 -5.11
45 N 3.79 -2.96 -2.54
46 O 4.55 -3.79 -2.08
47 O 3.74 -1.79 -2.19
48 H 0.33 -4.55 -6.27
49 H 1.91 -6.17 -5.27
50 H 3.52 -5.45 -3.56
51 H 1.97 -1.43 -3.84
52 H 0.38 -2.18 -5.56
53 C -1.20 -0.46 5.97
54 C -1.40 0.47 6.99
55 C -1.26 1.83 6.73
56 C -0.94 2.25 5.45
57 C -0.74 1.32 4.42
58 C -0.87 -0.03 4.69
59 N -0.83 3.68 5.16
60 O -0.99 4.46 6.09
61 O -0.58 4.01 4.01
62 H -1.31 -1.52 6.18
63 H -1.65 0.13 7.99
64 H -1.42 2.54 7.54
65 H -0.49 1.64 3.41
66 H -0.72 -0.76 3.90
67 C -4.78 7.35 7.12
68 C -4.04 6.28 6.61
69 C -4.25 5.00 7.09
70 C -5.21 4.78 8.07
71 C -5.95 5.84 8.59
72 C -5.73 7.12 8.11
73 N -5.45 3.42 8.56
74 O -4.77 2.52 8.10
75 O -6.33 3.26 9.40
76 H -4.62 8.35 6.74
77 H -3.29 6.46 5.84
78 H -3.66 4.18 6.69
79 H -6.70 5.68 9.36
80 H -6.31 7.96 8.51
81 C 1.87 -10.43 -9.39
82 C 1.16 -9.43 -10.05
83 C 0.55 -8.41 -9.33
84 C 0.67 -8.39 -7.94
85 C 1.38 -9.39 -7.27
86 C 1.98 -10.41 -8.00
87 N 0.06 -7.30 -7.18
88 O -0.57 -6.45 -7.80
89 O 0.21 -7.30 -5.96
90 H 2.34 -11.22 -9.96
91 H 1.08 -9.45 -11.14
92 H 0.00 -7.64 -9.86
93 H 1.47 -9.38 -6.19
94 H 2.53 -11.19 -7.49
95 C -0.95 -6.94 -1.09
96 C 0.30 -6.53 -0.63
97 C 0.39 -5.54 0.35
98 C -0.78 -4.98 0.86
99 C -2.03 -5.39 0.40
100 C -2.11 -6.37 -0.58
101 N -0.69 -3.97 1.91
102 O 0.43 -3.62 2.28
103 O -1.73 -3.52 2.37
104 H -1.01 -7.71 -1.85
105 H 1.20 -6.97 -1.04
106 H 1.37 -5.23 0.70
107 H -2.94 -4.96 0.80
108 H -3.08 -6.70 -0.94

3.
DFT (ωB97M-V with the def2-TZVPD basis set) results for a molecular structure, BrH8NSi3 at a distorted geometry.

Values from the calculation:
Charge: 0
Energy relative to the best compared isomer or geometry (same formula, charge and spin) (kJ/mol): 289.6
E_HOMO (eV): -9.1567
Strongest force on any atom (eV/A): 4.40
LUMO (eV): -0.4

Positions of all 13 atoms, in Å:
1 N -0.39 0.12 0.55
2 Si 0.42 -1.06 1.43
3 Si 0.30 0.78 -0.96
4 Si -2.05 0.38 1.03
5 Br -3.30 -0.54 -0.53
6 H 0.02 -2.43 1.00
7 H -0.19 -0.69 2.74
8 H 1.83 -0.77 1.25
9 H 1.69 0.41 -1.19
10 H -0.42 0.45 -2.21
11 H 0.07 2.05 -0.43
12 H -2.63 -0.12 2.16
13 H -1.75 2.42 1.94

4.
DFT (ωB97M-V with the def2-TZVPD basis set) results for a single C18H25ClN2O3S molecule at a distorted geometry.

Values from the calculation:
Charge: 0
Energy relative to the best compared isomer or geometry (same formula, charge and spin) (kJ/mol): 0.0
E_HOMO (eV): -9.0163
Strongest force on any atom (eV/A): 1.01
LUMO (eV): 0.4
SMILES string: Cc1ccc(S(=O)(=O)N2CCC[C@@H](C(=O)NC3CCCC3)C2)cc1Cl

Positions of all 50 atoms, in Å:
1 C 6.63 0.13 -0.24
2 C 5.16 -0.10 -0.36
3 C 4.48 0.10 -1.56
4 C 3.12 -0.12 -1.67
5 C 2.42 -0.54 -0.56
6 C 3.05 -0.75 0.66
7 C 4.41 -0.52 0.74
8 Cl 5.20 -0.78 2.26
9 H 2.48 -1.09 1.50
10 S 0.64 -0.72 -0.65
11 O 0.27 -1.00 -2.00
12 O 0.20 -1.60 0.39
13 N 0.05 0.77 -0.27
14 C 0.07 1.21 1.10
15 H 0.96 1.83 1.29
16 C -1.19 2.04 1.37
17 C -2.52 1.29 1.21
18 O -3.57 1.89 1.32
19 N -2.45 -0.03 0.95
20 H -1.56 -0.49 0.81
21 C -3.61 -0.83 0.63
22 C -3.62 -2.11 1.47
23 H -3.14 -1.96 2.43
24 H -4.65 -2.42 1.65
25 C -2.91 -3.14 0.59
26 H -3.10 -4.16 0.91
27 H -1.83 -2.96 0.60
28 C -3.47 -2.84 -0.79
29 H -4.47 -3.26 -0.88
30 H -2.85 -3.24 -1.59
31 C -3.54 -1.31 -0.84
32 H -2.63 -0.91 -1.30
33 H -4.39 -0.95 -1.42
34 H -4.48 -0.20 0.82
35 H -1.16 2.41 2.40
36 C -1.20 3.23 0.40
37 C -1.14 2.74 -1.04
38 C 0.08 1.84 -1.24
39 H 1.01 2.42 -1.14
40 H 0.07 1.37 -2.23
41 H -2.04 2.17 -1.26
42 H -1.08 3.58 -1.73
43 H -0.35 3.88 0.61
44 H -2.12 3.80 0.56
45 H 0.12 0.33 1.74
46 H 2.60 0.02 -2.60
47 H 5.04 0.42 -2.43
48 H 7.13 -0.79 0.05
49 H 7.04 0.48 -1.19
50 H 6.83 0.87 0.53

5.
DFT (ωB97M-V with the def2-TZVPD basis set) results for 7 unconnected molecules or ions with the total composition C28H53BrN7.

Values from the calculation:
Charge: +1
Energy relative to the best compared isomer or geometry (same formula, charge and spin) (kJ/mol): 0.0
E_HOMO (eV): -12.3844
Strongest force on any atom (eV/A): 0.53
LUMO (eV): -4.3

Positions of all 89 atoms, in Å:
1 C -0.32 -4.84 1.38
2 C 0.08 -3.81 0.31
3 C -0.15 -4.18 -1.16
4 C -1.27 -5.16 -1.48
5 N 1.12 -4.68 -1.83
6 Br 2.18 -5.99 -0.97
7 H -0.27 -4.36 2.36
8 H 0.35 -5.70 1.41
9 H -1.35 -5.19 1.26
10 H 1.14 -3.56 0.45
11 H -0.47 -2.88 0.47
12 H -0.32 -3.24 -1.70
13 H -2.05 -5.12 -0.72
14 H -0.92 -6.19 -1.56
15 H -1.73 -4.90 -2.44
16 H 0.87 -5.09 -2.74
17 H 1.73 -3.88 -2.05
18 C 3.37 -8.12 -5.63
19 C 4.18 -6.84 -5.78
20 C 3.82 -5.79 -4.73
21 C 2.42 -5.40 -4.70
22 N 1.32 -5.04 -4.65
23 H 2.30 -7.94 -5.77
24 H 3.68 -8.86 -6.36
25 H 3.51 -8.56 -4.64
26 H 4.03 -6.42 -6.77
27 H 5.24 -7.05 -5.67
28 H 4.41 -4.88 -4.86
29 H 4.03 -6.17 -3.72
30 C 0.35 -1.66 -5.11
31 C 0.97 -0.76 -6.16
32 C 1.75 0.40 -5.54
33 C 0.92 1.22 -4.66
34 N 0.27 1.86 -3.96
35 H -0.38 -1.10 -4.52
36 H -0.17 -2.51 -5.56
37 H 1.10 -2.06 -4.42
38 H 0.19 -0.37 -6.81
39 H 1.66 -1.32 -6.80
40 H 2.18 1.05 -6.31
41 H 2.58 0.02 -4.93
42 C -1.83 4.19 -2.32
43 C -2.38 4.86 -3.57
44 C -2.97 6.25 -3.28
45 C -4.08 6.17 -2.34
46 N -4.97 6.10 -1.61
47 H -2.62 4.03 -1.58
48 H -1.39 3.22 -2.57
49 H -1.05 4.80 -1.86
50 H -3.15 4.23 -4.03
51 H -1.58 4.97 -4.31
52 H -3.34 6.71 -4.20
53 H -2.21 6.90 -2.86
54 C -0.65 1.19 1.45
55 C 0.18 1.85 0.36
56 C -0.35 1.55 -1.05
57 C -0.34 0.12 -1.35
58 N -0.34 -1.00 -1.60
59 H -0.63 0.10 1.37
60 H -0.27 1.46 2.44
61 H -1.70 1.51 1.40
62 H 1.22 1.53 0.43
63 H 0.18 2.93 0.49
64 H 0.26 2.05 -1.81
65 H -1.37 1.90 -1.17
66 C -0.36 5.52 4.53
67 C -0.99 4.63 3.46
68 C -2.37 4.10 3.85
69 C -2.30 3.27 5.05
70 N -2.23 2.59 5.98
71 H -0.21 4.97 5.45
72 H 0.60 5.90 4.20
73 H -1.00 6.38 4.75
74 H -0.33 3.79 3.24
75 H -1.10 5.20 2.53
76 H -2.80 3.49 3.05
77 H -3.06 4.92 4.05
78 C -1.41 3.09 10.23
79 C -0.41 2.08 9.69
80 C 1.00 2.28 10.25
81 C 1.54 3.59 9.89
82 N 1.94 4.63 9.58
83 H -1.14 4.11 9.95
84 H -2.41 2.89 9.83
85 H -1.48 3.04 11.32
86 H -0.38 2.15 8.60
87 H -0.74 1.07 9.94
88 H 1.68 1.53 9.85
89 H 1.00 2.20 11.33

6.
DFT (ωB97M-V with the def2-TZVPD basis set) results for a molecular structure, C11H23N4SiSn.

Values from the calculation:
Charge: +3
Energy relative to the best compared isomer or geometry (same formula, charge and spin) (kJ/mol): 0.0
E_HOMO (eV): -18.2801
Strongest force on any atom (eV/A): 0.58
LUMO (eV): -11.8

Positions of all 40 atoms, in Å:
1 Sn 0.10 -1.14 -0.60
2 C 3.25 -1.07 0.40
3 C 3.00 0.41 0.34
4 C 3.84 1.24 1.07
5 C 3.73 2.61 0.93
6 C 2.80 3.11 0.03
7 C 1.97 2.23 -0.64
8 N 2.03 0.89 -0.48
9 N 1.11 2.71 -1.69
10 Si -0.05 3.92 -1.58
11 C -1.54 3.73 -2.61
12 C 0.13 5.43 -0.59
13 C 1.66 2.49 -3.06
14 H 4.18 -1.31 -0.12
15 H 2.49 -1.68 -0.11
16 H 3.35 -1.43 1.42
17 H 4.60 0.81 1.71
18 H 4.38 3.28 1.48
19 H 2.74 4.17 -0.17
20 H -2.43 3.81 -1.98
21 H -1.54 2.79 -3.16
22 H -1.61 4.55 -3.34
23 H -0.76 5.62 0.01
24 H 0.19 6.25 -1.32
25 H 1.02 5.46 0.04
26 H 1.76 1.42 -3.27
27 H 2.63 2.97 -3.15
28 H 0.98 2.92 -3.81
29 N -2.26 -1.38 -0.23
30 C -2.59 -2.84 -0.21
31 C -1.64 -3.53 0.74
32 N -0.23 -3.31 0.27
33 H -2.52 -0.98 0.67
34 H -2.84 -0.89 -0.91
35 H -2.50 -3.23 -1.22
36 H -3.62 -2.99 0.12
37 H -1.85 -4.59 0.80
38 H -1.73 -3.12 1.75
39 H -0.02 -3.96 -0.49
40 H 0.43 -3.57 1.01

> Among the records above, which one has the highest E_HOMO?

C48H37Cl3F3N13NaOS

What did the third record say?
DFT (ωB97M-V with the def2-TZVPD basis set) results for a molecular structure, BrH8NSi3 at a distorted geometry.

Values from the calculation:
Charge: 0
Energy relative to the best compared isomer or geometry (same formula, charge and spin) (kJ/mol): 289.6
E_HOMO (eV): -9.1567
Strongest force on any atom (eV/A): 4.40
LUMO (eV): -0.4

Positions of all 13 atoms, in Å:
1 N -0.39 0.12 0.55
2 Si 0.42 -1.06 1.43
3 Si 0.30 0.78 -0.96
4 Si -2.05 0.38 1.03
5 Br -3.30 -0.54 -0.53
6 H 0.02 -2.43 1.00
7 H -0.19 -0.69 2.74
8 H 1.83 -0.77 1.25
9 H 1.69 0.41 -1.19
10 H -0.42 0.45 -2.21
11 H 0.07 2.05 -0.43
12 H -2.63 -0.12 2.16
13 H -1.75 2.42 1.94

> Which of these has the highest energy relative to the best compared isomer or geometry (same formula, charge and spin)?

C43H46N6O13